Formula: C12H20O2
Source: the OMol25 dataset
Level of theory: wB97M-V/def2-TZVPD

```
34
Properties=species:S:1:pos:R:3:forces:R:3
C -2.8863 -0.1244 -1.6989 -0.6 0.9 1.2
C -2.6999 0.6454 -0.7843 -0.7 -0.7 -0.8
C -2.0687 1.2809 0.3635 -0.2 -1.4 0.0
O -2.4910 1.2626 1.4889 -0.9 0.2 0.5
C -0.7261 1.6197 0.0630 2.0 1.7 -1.3
C -0.3477 2.0951 -1.1180 0.3 -0.4 -1.9
C 1.0307 2.4548 -1.6537 1.5 -2.7 2.6
C 2.2148 2.6859 -0.5794 0.8 -0.2 -1.0
C 3.4958 3.2228 -1.4504 0.0 0.8 1.6
H -3.3427 -0.8189 -2.3413 0.0 -0.4 -0.6
H 0.0014 1.5269 0.8149 0.6 0.0 1.3
H -1.0639 2.0304 -1.9630 0.1 0.4 0.7
H 1.3512 1.5838 -2.3263 -0.4 1.2 0.7
H 1.0332 3.3308 -2.2130 -0.5 1.5 -1.2
H 2.6283 1.7073 -0.1700 -1.2 1.2 0.0
H 1.8332 3.4081 0.2155 0.8 -1.1 -0.9
H 3.0403 3.4697 -2.3887 0.4 0.1 -0.9
H 4.0542 4.1907 -1.1145 -1.2 -1.8 -0.1
H 4.2805 2.4321 -1.5751 -0.9 0.6 0.1
C -2.0198 -2.4831 1.4385 -3.3 -0.7 -0.2
C -0.6216 -2.3527 1.0288 2.4 2.0 2.4
C -0.0188 -3.6923 0.6780 -1.1 1.3 -2.2
C 0.2062 -1.7821 2.2277 -0.3 -1.7 0.9
O -0.4537 -1.3139 0.0620 -0.1 -1.2 -1.3
H -2.5200 -1.4881 1.6153 0.8 -1.0 0.4
H -2.6695 -2.8874 0.5705 1.0 0.1 1.3
H -2.0782 -3.1952 2.3347 -0.3 1.1 -1.2
H 0.0297 -4.2782 1.5441 0.0 -1.1 1.0
H 0.9402 -3.6204 0.1856 0.3 0.1 0.0
H -0.7680 -4.0337 -0.0443 0.4 -1.0 -0.1
H 1.1969 -1.5961 1.8067 0.0 0.4 0.5
H -0.2599 -0.9467 2.7746 0.3 0.0 -0.7
H 0.2985 -2.5980 3.0157 0.0 0.9 -0.9
H -0.5991 -1.7356 -0.8070 0.0 0.6 0.3
```
Forces are in eV/Å.

Relative energy (zero: lowest compared OMol25 entry of this formula, charge and spin): 106.8 kcal/mol
SMILES: C#CC(=O)/C=C/CCC.CC(C)(C)O
Molecular weight: 196.29 g/mol